# 1
{
  "formula": "C18H16BrNO2",
  "method": "ωB97M-V/def2-TZVPD",
  "e_lumo_ev": 0.7,
  "homo_lumo_gap_ev": 8.5,
  "spin_multiplicity": 1,
  "smiles": "O=C(CCc1c[nH]c2ccccc12)OCc1ccc(Br)cc1",
  "homo_ev": -7.80,
  "species": ["O", "C", "C", "C", "C", "C", "N", "C", "C", "C", "C", "C", "C", "O", "C", "C", "C", "C", "C", "Br", "C", "C", "H", "H", "H", "H", "H", "H", "H", "H", "H", "H", "H", "H", "H", "H", "H", "H"],
  "positions_angstrom": [[2.153, 1.069, 2.070], [2.202, 1.280, 0.886], [3.242, 0.689, -0.035], [2.739, 0.449, -1.463], [1.343, -0.087, -1.545], [0.397, 0.352, -2.425], [-0.759, -0.364, -2.281], [-0.584, -1.287, -1.293], [-1.462, -2.243, -0.802], [-1.024, -3.044, 0.228], [0.264, -2.902, 0.751], [1.147, -1.972, 0.252], [0.734, -1.140, -0.790], [1.362, 2.090, 0.237], [0.273, 2.636, 0.985], [-0.893, 1.684, 0.986], [-1.908, 1.810, 0.047], [-2.969, 0.923, 0.034], [-3.001, -0.099, 0.965], [-4.466, -1.311, 0.962], [-1.993, -0.255, 1.899], [-0.940, 0.640, 1.904], [4.091, 1.377, -0.057], [3.589, -0.236, 0.427], [3.428, -0.248, -1.950], [2.767, 1.387, -2.021], [0.471, 1.133, -3.157], [-1.596, -0.242, -2.825], [-2.452, -2.354, -1.220], [-1.684, -3.794, 0.639], [0.572, -3.547, 1.561], [2.140, -1.895, 0.666], [0.019, 3.573, 0.485], [0.609, 2.830, 2.010], [-1.873, 2.610, -0.678], [-3.766, 1.027, -0.688], [-2.028, -1.064, 2.611], [-0.145, 0.526, 2.624]],
  "forces_ev_per_angstrom": [[0.0, 0.0, 0.1], [0.3, -0.1, 0.2], [-0.1, 0.0, -0.1], [0.0, 0.0, 0.0], [0.0, 0.1, -0.4], [0.4, 0.0, 0.1], [-0.3, 0.0, -0.3], [0.2, -0.2, 0.3], [0.0, -0.1, -0.1], [-0.1, 0.0, -0.1], [0.2, -0.1, 0.2], [0.0, 0.0, 0.0], [-0.4, 0.0, -0.2], [0.2, 0.3, -0.3], [-0.2, 0.1, 0.4], [0.1, 0.1, -0.1], [0.1, 0.0, 0.2], [-0.2, -0.1, 0.0], [-0.1, 0.0, 0.0], [0.1, 0.1, 0.0], [-0.1, 0.0, 0.0], [-0.1, 0.0, 0.0], [0.0, 0.0, 0.1], [0.0, 0.1, 0.0], [0.0, 0.1, 0.0], [0.1, -0.1, 0.0], [0.0, 0.2, -0.1], [0.1, 0.0, 0.1], [-0.1, 0.0, 0.0], [-0.1, -0.1, 0.0], [0.0, 0.0, 0.1], [0.1, 0.0, 0.1], [0.0, -0.1, 0.1], [-0.1, 0.1, -0.2], [0.0, 0.1, -0.1], [-0.1, 0.0, 0.0], [0.0, -0.1, 0.0], [0.1, 0.0, 0.1]]
}

---

# 2
{
  "formula": "C7H17N4",
  "method": "ωB97M-V/def2-TZVPD",
  "e_lumo_ev": -2.5,
  "homo_lumo_gap_ev": 9.8,
  "spin_multiplicity": 1,
  "homo_ev": -12.30,
  "relative_energy_kj_mol": 343.5,
  "total_charge": 1,
  "species": ["C", "C", "C", "C", "C", "C", "C", "N", "N", "N", "N", "H", "H", "H", "H", "H", "H", "H", "H", "H", "H", "H", "H", "H", "H", "H", "H", "H"],
  "positions_angstrom": [[-1.022, -0.121, -0.418], [0.607, -0.443, 0.665], [1.226, -1.174, -0.518], [0.824, -2.654, -0.470], [-0.026, 2.128, 2.452], [-1.429, 0.355, -2.660], [1.336, 1.466, 2.146], [-2.263, 0.106, 0.015], [0.743, -0.542, -1.729], [-0.574, -0.075, -1.649], [1.296, 0.690, 0.918], [0.314, -1.061, 1.476], [2.327, -1.194, -0.537], [-0.350, -2.730, -0.588], [1.051, -3.382, 0.288], [1.261, -3.054, -1.285], [-0.571, 1.355, 3.042], [0.055, 2.970, 3.235], [-0.582, 2.305, 1.597], [-1.778, -0.352, -3.350], [-2.461, 0.656, -2.320], [-1.040, 1.197, -3.362], [1.873, 0.843, 2.988], [2.127, 2.250, 1.979], [-3.103, 0.261, -0.506], [0.960, -1.159, -2.567], [1.631, 1.196, 0.116], [-2.432, 0.161, 1.044]],
  "forces_ev_per_angstrom": [[1.2, -0.6, 1.9], [-0.3, 1.0, -2.8], [-0.8, -1.8, 1.2], [-4.2, 0.9, 0.8], [1.4, -1.3, 4.5], [-1.4, 3.0, -3.2], [1.7, 0.6, 0.9], [0.5, 0.2, 1.9], [2.2, -0.2, -3.0], [-1.2, -1.1, 3.4], [0.2, 0.7, 0.6], [-0.3, -0.3, 0.8], [-0.4, 0.8, 0.2], [2.2, 0.1, 0.0], [0.5, 0.6, 1.1], [1.1, -1.6, -3.1], [-0.1, 0.4, -0.4], [-0.1, -0.9, -1.7], [-0.8, 1.0, -1.6], [0.3, -1.9, -1.0], [1.6, 0.3, 0.4], [-0.3, -1.2, 1.6], [-1.7, 1.0, -1.3], [-0.9, -0.6, -0.1], [-0.1, 0.1, -0.7], [-1.0, 1.2, 1.3], [0.1, -0.2, -0.2], [0.5, -0.2, -1.4]]
}

---

# 3
{
  "formula": "C8H9N2",
  "method": "ωB97M-V/def2-TZVPD",
  "e_lumo_ev": [-5.6, -5.4],
  "homo_lumo_gap_ev": [7.1, 6.9],
  "spin_multiplicity": 1,
  "homo_ev": [-12.71, -12.34],
  "relative_energy_kj_mol": 332.6,
  "total_charge": 1,
  "species": ["C", "C", "C", "C", "C", "C", "C", "C", "N", "N", "H", "H", "H", "H", "H", "H", "H", "H", "H"],
  "positions_angstrom": [[-2.288, 1.844, 0.771], [-1.130, 2.181, 0.678], [0.231, -1.562, -1.654], [-0.479, -2.337, -0.707], [1.045, -0.518, -1.227], [-0.626, -1.803, 0.559], [0.934, -0.047, 0.146], [1.577, 1.130, 0.650], [-0.022, -0.645, 0.844], [0.027, 2.628, 0.493], [-3.233, 1.360, 0.523], [0.159, -1.828, -2.656], [-0.852, -3.287, -0.815], [1.595, 0.039, -1.933], [-1.034, -2.357, 1.455], [1.879, 1.042, 1.722], [2.194, 1.511, -0.192], [-0.206, -0.195, 1.831], [0.228, 2.843, -0.488]],
  "forces_ev_per_angstrom": [[-1.4, -1.2, -0.2], [-2.3, -1.0, -0.3], [0.4, 0.3, 2.1], [0.8, 2.7, 1.6], [-1.8, -0.2, 1.7], [0.1, -1.7, 0.4], [-0.5, -0.3, -3.1], [-0.9, 0.5, -0.8], [-0.2, 1.5, 4.4], [4.9, 0.0, -0.1], [0.6, 0.6, 0.5], [0.3, -0.4, -1.7], [-1.0, -1.9, -1.0], [0.8, 0.5, -0.5], [0.0, 0.8, -1.4], [-0.2, 0.9, -1.1], [0.1, 0.2, 1.5], [0.4, -1.3, -2.5], [0.0, 0.0, 0.3]]
}

---

# 4
{
  "formula": "C27H36As2F12N5O",
  "method": "ωB97M-V/def2-TZVPD",
  "e_lumo_ev": -9.1,
  "homo_lumo_gap_ev": 6.5,
  "spin_multiplicity": 1,
  "homo_ev": -15.57,
  "relative_energy_kj_mol": 0.0,
  "total_charge": 3,
  "species": ["C", "C", "O", "N", "H", "H", "C", "H", "H", "H", "H", "H", "H", "C", "N", "C", "C", "C", "C", "C", "C", "C", "C", "N", "C", "C", "C", "H", "H", "H", "H", "H", "H", "H", "H", "H", "H", "H", "H", "H", "H", "C", "N", "C", "C", "C", "C", "C", "C", "C", "C", "N", "C", "C", "C", "H", "H", "H", "H", "H", "H", "H", "H", "H", "H", "H", "H", "H", "H", "As", "F", "F", "F", "F", "F", "F", "As", "F", "F", "F", "F", "F", "F"],
  "positions_angstrom": [[12.782, 23.824, 1.668], [14.190, 24.273, 1.547], [14.965, 24.326, 2.439], [14.675, 24.580, 0.164], [15.689, 24.430, 0.223], [14.368, 23.916, -0.558], [14.447, 25.970, -0.308], [12.087, 24.407, 1.062], [12.443, 23.930, 2.697], [12.701, 22.764, 1.424], [14.955, 26.114, -1.257], [14.770, 26.730, 0.400], [13.370, 26.113, -0.395], [7.968, 12.625, -4.729], [8.071, 14.028, -4.230], [8.643, 14.179, -3.027], [8.810, 15.428, -2.484], [8.248, 16.546, -3.123], [7.876, 16.360, -4.447], [7.727, 15.082, -4.983], [8.223, 17.911, -2.512], [8.929, 18.196, -1.332], [8.710, 19.400, -0.719], [7.851, 20.311, -1.204], [7.156, 20.055, -2.324], [7.397, 18.909, -3.048], [7.597, 21.544, -0.391], [7.311, 12.101, -4.036], [8.948, 12.166, -4.632], [7.547, 12.649, -5.729], [8.941, 13.337, -2.419], [9.190, 15.464, -1.472], [7.552, 17.129, -5.135], [7.141, 14.883, -5.870], [9.657, 17.521, -0.906], [9.099, 19.651, 0.264], [6.416, 20.811, -2.552], [6.768, 18.699, -3.900], [6.534, 21.532, -0.167], [7.934, 22.343, -1.047], [8.224, 21.413, 0.480], [15.738, 14.192, -10.136], [15.594, 15.457, -9.402], [16.610, 16.355, -9.331], [16.448, 17.492, -8.580], [15.196, 17.819, -8.025], [14.193, 16.885, -8.088], [14.427, 15.689, -8.755], [15.021, 19.157, -7.404], [15.203, 20.289, -8.190], [14.840, 21.517, -7.673], [14.442, 21.657, -6.400], [14.205, 20.584, -5.604], [14.488, 19.326, -6.132], [14.013, 23.020, -5.923], [16.006, 14.406, -11.169], [14.768, 13.711, -10.244], [16.377, 13.575, -9.508], [17.509, 15.929, -9.757], [17.276, 18.162, -8.396], [13.207, 17.048, -7.676], [13.691, 14.903, -8.809], [15.452, 20.208, -9.238], [14.979, 22.404, -8.275], [13.611, 20.773, -4.715], [14.193, 18.455, -5.563], [14.221, 23.792, -6.660], [14.574, 23.195, -5.012], [12.940, 23.014, -5.751], [9.460, 22.168, 3.313], [9.920, 21.013, 4.494], [7.805, 21.559, 3.287], [8.900, 23.294, 2.083], [11.081, 22.880, 3.234], [10.011, 21.043, 2.033], [9.113, 23.383, 4.541], [11.916, 22.182, -1.859], [12.953, 22.583, -3.272], [11.646, 23.856, -1.532], [10.977, 21.725, -0.461], [12.274, 20.456, -2.155], [13.425, 22.225, -0.927], [10.544, 22.076, -2.964]],
  "forces_ev_per_angstrom": [[-0.1, 0.8, 0.0], [-1.6, -1.1, 1.4], [0.8, 0.4, -0.5], [1.9, 0.2, -0.9], [0.0, 0.1, 0.1], [-0.7, -0.2, 0.4], [-0.9, 0.7, 0.1], [0.1, -0.2, -0.3], [0.6, 0.1, -0.2], [0.0, 0.1, -0.2], [-0.1, 0.0, 0.0], [0.4, -0.4, 0.2], [0.0, -0.1, -0.3], [-0.5, 0.3, 0.7], [0.5, -1.0, -0.3], [0.3, 0.9, 0.5], [-1.1, 0.2, 0.5], [1.5, 0.6, -0.5], [-1.0, -0.8, -1.0], [-0.2, 0.3, 1.4], [0.2, 0.0, 0.4], [-0.2, -0.3, -1.0], [-0.1, 0.7, 0.9], [-0.1, -1.0, 0.1], [0.6, 0.5, 0.2], [-0.6, -0.6, 0.5], [0.3, -0.8, -0.8], [-0.2, -0.1, -0.2], [0.0, 0.0, -0.5], [0.2, -0.2, 0.0], [-0.1, -0.4, -0.5], [0.1, 0.2, -0.1], [0.0, 0.4, 0.4], [0.5, 0.0, -0.3], [-0.2, 0.0, 0.1], [0.5, 0.0, -0.1], [0.0, -0.1, -0.4], [0.0, 0.2, -0.1], [0.1, 0.4, 0.1], [-0.2, 0.4, 0.4], [-0.1, 0.6, 0.4], [-0.4, -0.1, -0.1], [-1.5, 0.9, 0.7], [-0.4, -1.4, 0.5], [-0.1, 0.5, -0.1], [1.2, 0.1, 0.0], [-0.4, -0.8, -0.3], [0.5, 0.4, -0.3], [-0.5, 0.3, -0.1], [-0.5, 0.0, 0.1], [1.1, -0.1, 0.0], [-0.9, 0.5, -0.3], [-0.1, -0.1, -1.5], [-0.4, 0.0, 0.8], [0.2, -0.3, 0.1], [0.8, -0.1, 0.2], [-0.1, 0.1, 0.4], [0.3, -0.2, -0.7], [0.3, 0.8, -0.1], [0.1, 0.0, -0.3], [0.1, 0.1, 0.1], [-0.1, 0.0, -0.1], [0.3, 0.1, 0.0], [-0.3, 0.2, 0.2], [0.5, 0.0, 0.4], [0.2, 0.1, 0.2], [0.3, -0.3, -0.2], [-0.3, 0.2, 0.1], [0.1, -0.2, 0.3], [-0.4, 1.5, 0.8], [0.0, 0.0, -0.2], [0.9, -0.2, -0.1], [0.5, -0.3, -0.2], [-1.1, -0.9, 0.3], [-0.7, 0.1, 0.1], [-0.1, -1.0, -0.7], [0.3, -1.2, -0.1], [-0.5, -0.1, 0.4], [0.2, -0.3, -0.3], [0.4, 0.3, -1.0], [-0.3, 0.9, -0.2], [-0.4, 0.3, -0.1], [0.6, 0.1, 0.7]]
}

---

What did the third record say?
{
  "formula": "C8H9N2",
  "method": "ωB97M-V/def2-TZVPD",
  "e_lumo_ev": [-5.6, -5.4],
  "homo_lumo_gap_ev": [7.1, 6.9],
  "spin_multiplicity": 1,
  "homo_ev": [-12.71, -12.34],
  "relative_energy_kj_mol": 332.6,
  "total_charge": 1,
  "species": ["C", "C", "C", "C", "C", "C", "C", "C", "N", "N", "H", "H", "H", "H", "H", "H", "H", "H", "H"],
  "positions_angstrom": [[-2.288, 1.844, 0.771], [-1.130, 2.181, 0.678], [0.231, -1.562, -1.654], [-0.479, -2.337, -0.707], [1.045, -0.518, -1.227], [-0.626, -1.803, 0.559], [0.934, -0.047, 0.146], [1.577, 1.130, 0.650], [-0.022, -0.645, 0.844], [0.027, 2.628, 0.493], [-3.233, 1.360, 0.523], [0.159, -1.828, -2.656], [-0.852, -3.287, -0.815], [1.595, 0.039, -1.933], [-1.034, -2.357, 1.455], [1.879, 1.042, 1.722], [2.194, 1.511, -0.192], [-0.206, -0.195, 1.831], [0.228, 2.843, -0.488]],
  "forces_ev_per_angstrom": [[-1.4, -1.2, -0.2], [-2.3, -1.0, -0.3], [0.4, 0.3, 2.1], [0.8, 2.7, 1.6], [-1.8, -0.2, 1.7], [0.1, -1.7, 0.4], [-0.5, -0.3, -3.1], [-0.9, 0.5, -0.8], [-0.2, 1.5, 4.4], [4.9, 0.0, -0.1], [0.6, 0.6, 0.5], [0.3, -0.4, -1.7], [-1.0, -1.9, -1.0], [0.8, 0.5, -0.5], [0.0, 0.8, -1.4], [-0.2, 0.9, -1.1], [0.1, 0.2, 1.5], [0.4, -1.3, -2.5], [0.0, 0.0, 0.3]]
}